A structure of composition C43H35BrGeIN3O7PbS, computed with ωB97M-V/def2-TZVPD.

```
93
Properties=species:S:1:pos:R:3:mulliken_charge:R:1
Pb 1.55209 -1.39898 0.61511 1.378
I 0.66786 1.05631 6.77468 -0.747
Br 3.26237 -3.05674 3.41363 -0.190
Ge -2.74969 1.13659 0.53546 1.960
S 7.89381 -0.12142 -6.49230 -0.150
O -0.00620 0.38590 -0.23376 -0.669
O 1.94755 -3.87902 -0.09766 -0.595
O 1.74582 -5.37845 -1.76799 -0.533
O 8.35773 1.92838 -7.96625 -0.581
O -0.00351 -4.37611 7.21024 -0.578
O -1.20169 1.02409 -2.15027 -0.725
O 1.98817 0.63419 2.52503 -0.524
N 0.32051 -2.08581 -1.41700 0.217
N -0.21557 0.98276 2.92190 0.800
N 0.62199 -2.37862 3.64355 0.045
C 1.45672 -4.14813 -1.21590 0.235
C 5.46617 -0.70753 -5.35483 -0.114
C 3.33943 -0.91689 -0.93762 -1.578
C -5.40079 1.54994 -0.77261 -0.172
C 1.38668 2.31454 4.08826 -1.782
C -3.92690 1.35558 4.66140 -0.584
C -0.50202 -1.25765 -2.04917 0.428
C -1.59121 5.74049 0.21472 -0.477
C -0.84642 -2.96643 5.43981 -0.520
C 7.22219 -0.08922 -3.83397 -0.024
C -6.48513 1.16122 -1.55258 -0.742
C 0.07715 -3.66520 -3.24972 -0.756
C -6.48657 -0.08104 -2.17435 -0.447
C -1.06339 -1.53429 -3.28222 -0.884
C 6.81437 2.53518 -6.26008 -0.801
C -1.43478 -0.19498 0.09739 -1.778
C -4.31965 0.05066 4.92670 -0.450
C -3.49531 1.70619 3.38342 -0.277
C 0.16722 -3.71093 6.02914 0.991
C -1.42947 3.60284 1.31267 -0.607
C -3.82634 -0.54593 2.64129 -0.276
C 0.62184 -3.31327 -1.97897 0.238
C -4.27850 -0.89680 3.90991 -0.594
C -2.48630 5.19689 -0.69750 -0.702
C -1.05648 4.93926 1.21497 -0.827
C 1.55004 -3.08646 4.23835 -0.006
C -4.29444 0.71526 -0.59952 -0.034
C 6.78438 -0.30963 -5.13802 -0.489
C -2.86000 3.85820 -0.59781 -0.179
C 6.35243 -0.24114 -2.76615 -0.673
C -2.35782 3.04353 0.42441 0.198
C -0.87511 -0.01899 -1.27311 1.459
C -3.42180 0.76285 2.35517 -0.113
C -0.56702 -2.32381 4.24935 -0.714
C -0.74368 -2.78442 -3.88415 -0.579
C 1.11315 1.25765 3.13464 0.997
C 1.40370 -3.78459 5.42757 -0.504
C 4.59594 -0.85870 -4.28667 -0.580
C 4.11109 -0.77732 -1.87225 0.141
C -4.31205 -0.53568 -1.23336 -0.323
C 5.02005 -0.62407 -2.97036 0.753
C -5.39770 -0.93001 -2.01085 -0.768
C 7.71073 1.57902 -7.01164 0.606
H -5.43395 2.51407 -0.27518 0.436
H -4.58496 -1.91859 4.10874 0.401
H -3.45879 -1.20053 -1.13075 0.332
H -2.89028 5.81139 -1.49362 0.380
H -7.33000 -0.38447 -2.78357 0.360
H -5.38750 -1.90122 -2.49232 0.408
H 5.12380 -0.88970 -6.36664 0.394
H -3.93810 2.09702 5.45109 0.401
H -1.15887 -3.03952 -4.85401 0.372
H 8.24878 0.21094 -3.66228 0.407
H -0.33560 5.34569 1.91396 0.451
H -3.53794 3.44570 -1.33663 0.470
H -1.29583 6.78031 0.13524 0.353
H 6.09412 2.04834 -5.60644 0.271
H 2.21807 -4.32821 5.88332 0.446
H 2.34793 -5.75923 -1.11195 0.335
H -1.32143 -1.72151 3.75959 0.416
H -3.76827 -1.30533 1.86719 0.375
H -7.32993 1.82956 -1.67142 0.375
H -0.43389 0.17305 2.35514 -0.761
H -3.19281 2.73209 3.19927 0.299
H -1.05469 1.83371 -1.64504 0.561
H -0.97591 2.97832 2.07533 0.408
H -4.64331 -0.22787 5.92268 0.365
H 7.45999 3.17571 -5.65709 0.233
H 0.32818 -4.62286 -3.68443 0.425
H -1.72170 -0.81704 -3.75075 0.553
H 2.41610 2.54329 4.31227 0.358
H 6.30272 3.15964 -6.99044 0.302
H -1.82445 -2.87695 5.90109 0.286
H 6.68924 -0.06321 -1.75310 0.461
H 3.57012 -1.16383 -4.45078 0.535
H 0.62349 3.04158 4.32556 0.396
H -0.88820 -4.18303 7.54036 0.291
H -0.83175 1.14344 3.70549 0.109
```

Total charge: -2
HOMO energy (alpha / beta), hartree: -0.0795 / -0.0341
Energy above the lowest of the compared OMol25 structures with the same formula, charge and spin, kcal/mol: 25.8
Lowest unoccupied orbital energy (alpha / beta), eV: 3.57 / 3.57
E, eV: -214702.678


A structure of composition C43H36Cl2F9N2OPReTe in a non-equilibrium geometry, computed with ωB97M-V/def2-TZVPD.

```
96
Properties=species:S:1:pos:R:3:mulliken_spin:R:1
Re -0.54343 -0.39559 0.01606 0.802
Te -1.90469 -2.33023 1.27880 0.094
Cl 4.07275 1.65115 -0.51064 0.000
Cl 4.33520 1.04862 4.84665 0.000
P -1.68013 1.72540 0.11548 0.031
F -6.25969 2.05181 5.02660 0.000
F -5.92551 4.17110 4.71729 0.000
F 3.39789 5.78837 -1.57949 0.000
F -4.59842 3.04557 5.99875 0.000
F 2.56750 6.91104 0.07500 0.000
F -7.00505 2.11136 -3.89823 0.000
F -5.45821 2.05657 -5.40553 0.000
F 3.94796 5.29153 0.45904 0.000
F -6.04081 3.94879 -4.51914 0.000
O 1.28970 0.64934 -0.16150 -0.036
N -0.46298 -1.04867 -1.60298 0.052
N 0.05521 0.12668 2.08623 -0.020
C -4.50101 1.46826 3.02670 -0.009
C 4.02053 1.25515 2.17775 -0.003
C -5.31212 2.98394 4.85956 0.000
C -1.55897 -5.42509 2.04223 0.006
C -3.35126 -3.92127 -0.99769 -0.002
C -3.42960 0.95480 -1.90550 -0.010
C -0.78951 -2.30993 -3.66067 -0.004
C -4.25399 3.53620 -2.51405 0.000
C 3.42326 0.94396 3.36645 0.002
C -2.66377 3.39408 2.21231 0.020
C -3.51564 3.64810 3.27798 0.001
C 1.38805 0.46455 2.17569 -0.022
C 3.31138 1.18159 0.96979 0.006
C -4.39120 1.16155 -2.88290 -0.002
C -3.96194 -5.07131 -1.49859 -0.003
C -0.02097 0.06622 4.47320 -0.005
C -3.55178 -2.62866 -1.73724 -0.015
C 1.31223 0.31896 4.57637 0.018
C -4.42465 2.68420 3.68381 0.001
C 1.99897 0.75151 0.92698 0.013
C -3.83933 -6.29883 -0.87148 0.007
C -0.03359 -1.16508 -2.98869 0.006
C 1.47162 -1.44668 -3.00335 0.012
C 1.02510 4.42330 -1.36338 0.003
C -4.55142 -7.52341 -1.39188 -0.001
C 1.44922 4.16649 0.98976 0.003
C -0.31578 0.15356 -3.71029 0.007
C 0.35881 3.32245 1.09279 0.007
C -3.29932 3.32392 -1.53141 0.001
C 1.77545 4.71858 -0.24028 -0.002
C -2.60079 -4.01093 0.17667 0.004
C -2.86874 2.03444 -1.23532 -0.002
C 2.06502 0.56747 3.40383 -0.005
C 2.93028 5.67571 -0.32699 0.000
C -2.71802 2.17050 1.55539 -0.001
C -2.41681 -5.25176 0.81002 -0.005
C -3.04434 -6.37000 0.26798 -0.003
C -0.06996 3.57632 -1.25562 0.006
C -0.42211 3.03435 -0.02506 -0.018
C -3.64320 1.21271 1.96498 0.012
C -0.62779 -0.01372 3.20524 0.033
C -4.78972 2.45366 -3.18934 -0.001
C -5.82710 2.65066 -4.25745 0.000
H 1.99998 -0.69602 -2.41187 -0.002
H -1.68571 -0.21279 3.11392 -0.010
H -2.88831 4.17432 -0.99664 -0.001
H -0.02910 0.07062 -4.76226 0.000
H -3.47472 4.60063 3.79081 0.000
H 1.30089 4.84022 -2.32242 0.000
H -2.90363 -7.33205 0.75596 0.000
H -5.21970 0.72256 3.34110 -0.002
H -3.69017 0.25488 1.45207 0.007
H -3.67979 -2.81467 -2.80598 0.000
H 0.12730 2.86934 2.05108 -0.001
H -2.70173 -1.97243 -1.60129 0.018
H -1.97789 -4.90191 2.90435 0.001
H -1.85820 -2.08563 -3.73079 0.000
H 1.83950 -1.41259 -4.03382 -0.001
H -0.39882 -2.45960 -4.66997 0.001
H -0.63610 3.32274 -2.14365 0.000
H 1.80179 0.34866 5.54150 0.001
H -0.63026 -0.08903 5.35458 0.000
H -1.47463 -6.48244 2.29549 0.000
H -4.44937 -2.11227 -1.37510 -0.001
H -3.10140 -0.03978 -1.66374 0.009
H -0.55627 -5.02332 1.88326 -0.004
H -5.34851 -7.82412 -0.70767 0.001
H -3.86692 -8.36948 -1.48547 0.000
H -1.96699 4.16071 1.89467 0.002
H 2.05467 4.38615 1.85980 0.000
H -1.37894 0.40659 -3.65461 -0.002
H 1.67686 -2.43503 -2.58345 0.001
H -5.00057 -7.33728 -2.36838 0.000
H -4.55234 -4.99316 -2.40942 0.000
H -4.58397 4.53869 -2.74997 0.000
H -0.66513 -3.23786 -3.09409 0.000
H -4.82605 0.31824 -3.40815 0.000
H 0.26723 0.95662 -3.24680 0.000
H 5.05714 1.57038 2.16331 0.000
```

HOMO energy (alpha / beta), hartree: -0.2489 / -0.2543
Energy above the lowest of the compared OMol25 structures with the same formula, charge and spin, kcal/mol: 9.9
2S+1: 2
Lowest unoccupied orbital energy (alpha / beta), eV: -0.50 / -1.02
E, eV: -118421.048